Molecular formula: C3H3N3O
Method: DFT, ωB97M-V with the def2-TZVPD basis set

Orbital gap = 8.91 eV
Relative energy (zero: lowest compared OMol25 entry of this formula, charge and spin) = 323.4 kJ/mol
Lowest unoccupied orbital energy = -0.66 eV
SMILES = N=C=N/N=C\C=O

Last column: natural (NBO) charge in e.
Atoms and positions in Å:
O  1.03  1.75  -0.08  -0.461
N  -1.98  0.10  1.17  -0.673
N  0.39  -0.52  1.37  -0.356
N  0.78  -1.23  0.22  -0.149
C  0.81  0.97  -0.97  0.354
C  -0.81  -0.23  1.30  0.629
C  0.81  -0.53  -0.84  -0.060
H  0.70  1.31  -2.02  0.122
H  -2.64  -0.54  1.62  0.394
H  0.91  -1.08  -1.77  0.201

Molecular formula: FNO4S
Method: DFT, ωB97M-V with the def2-TZVPD basis set

Orbital gap = 10.34 eV
Relative energy (zero: lowest compared OMol25 entry of this formula, charge and spin) = 88.9 kJ/mol
Lowest unoccupied orbital energy = -1.42 eV

Last column: natural (NBO) charge in e.
Atoms and positions in Å:
S  -0.86  -0.11  -0.07  2.553
F  0.28  -0.58  1.13  -0.478
O  -0.99  1.25  0.17  -0.892
O  1.79  1.01  0.05  -0.073
O  -1.96  -0.99  -0.12  -0.854
O  0.15  -0.50  -1.13  -0.818
N  1.59  -0.08  -0.02  0.561

Molecular formula: C21H21BrCl45FNO5P
Method: DFT, ωB97M-V with the def2-TZVPD basis set

Orbital gap = 8.02 eV
Lowest unoccupied orbital energy = -1.11 eV

Last column: Mulliken charge in e.
Atoms and positions in Å:
Br  -0.60  -0.20  1.11  -0.091
Cl  -2.06  -1.62  -8.60  -0.126
Cl  5.58  -5.56  -3.72  -0.088
Cl  6.27  -2.15  2.66  -0.026
Cl  5.72  -4.06  7.66  -0.118
Cl  -10.80  6.96  -0.69  -0.123
Cl  8.14  2.62  0.99  -0.118
Cl  -1.31  -2.71  -6.01  -0.073
Cl  8.48  -1.53  -2.53  -0.135
Cl  -5.73  7.49  2.86  -0.134
Cl  -8.68  5.03  -0.18  -0.091
Cl  -5.41  0.14  5.49  -0.101
Cl  1.76  -3.72  -2.73  -0.114
Cl  11.81  -1.73  6.63  -0.132
Cl  7.18  -2.27  5.89  -0.050
Cl  7.66  -3.50  -0.55  -0.040
Cl  8.60  -3.78  7.93  -0.119
Cl  -4.45  -5.77  -5.00  -0.092
Cl  11.71  -2.55  3.84  -0.130
Cl  -7.21  6.10  -2.73  -0.031
Cl  -7.11  6.50  -5.61  -0.124
Cl  -4.63  -3.23  -3.59  0.095
Cl  9.69  3.49  3.30  -0.127
Cl  -1.05  5.49  -3.17  -0.125
Cl  7.01  -6.72  -1.47  -0.106
Cl  -0.43  -4.89  4.10  -0.140
Cl  6.09  -1.08  -0.94  -0.049
Cl  -4.73  6.93  -3.99  -0.057
Cl  -6.66  -3.94  -5.54  -0.119
Cl  10.95  0.16  4.59  -0.088
Cl  3.40  -2.63  2.74  -0.041
Cl  4.07  -4.00  -0.98  -0.009
Cl  -4.64  -2.57  4.75  -0.092
Cl  -4.97  4.79  2.08  0.008
Cl  2.73  -1.43  -1.21  -0.131
Cl  -3.94  -3.29  -7.13  -0.066
Cl  8.04  1.10  3.47  -0.031
Cl  4.67  -8.07  -2.56  -0.120
Cl  1.01  3.51  -2.61  -0.131
Cl  -4.84  5.59  4.88  -0.135
Cl  -4.55  -1.75  7.54  -0.124
Cl  -8.72  7.58  1.24  -0.090
Cl  5.24  -4.61  3.83  -0.125
Cl  -0.05  -2.04  3.68  -0.114
Cl  -1.54  -2.99  5.99  -0.058
Cl  1.03  6.06  -1.21  -0.143
P  -1.07  -0.02  -1.11  0.204
F  -5.28  1.52  -3.83  -0.418
O  -3.02  3.32  0.29  -0.536
O  -0.60  -1.55  -1.78  -0.224
O  -3.29  0.92  -0.05  -0.296
O  -2.38  2.40  -1.73  0.027
O  -3.61  -1.33  -4.20  -0.356
N  -2.36  0.82  -3.65  -0.614
C  -6.50  7.05  -4.04  -0.172
C  8.19  2.71  2.76  -0.020
C  -2.99  0.21  -1.32  0.165
C  -2.92  2.26  -0.38  0.269
C  -9.70  6.29  0.53  -0.028
C  -3.10  1.35  -2.48  0.517
C  -2.84  -0.34  -4.02  0.459
C  -5.55  -4.56  -4.31  -0.226
C  3.19  -2.91  -2.06  -0.072
C  7.09  -2.95  7.52  -0.032
C  -5.39  -1.56  5.99  0.023
C  0.01  4.80  -1.93  0.370
C  5.00  -3.38  2.58  0.328
C  7.72  -1.78  -0.96  -0.103
C  -2.23  -2.99  -7.49  -0.119
C  -4.54  2.06  -2.70  0.330
C  6.08  -7.07  -2.93  -0.046
C  -5.71  5.79  3.35  0.027
C  -0.20  -3.33  4.89  -0.112
C  10.96  -1.54  5.08  0.546
C  -4.39  3.66  -3.02  -0.655
H  8.31  -1.26  -0.20  0.308
H  -6.78  8.09  -3.91  0.385
H  -5.27  4.04  -3.67  0.197
H  -6.73  5.45  3.49  0.241
H  7.35  3.32  3.09  0.302
H  -5.24  1.91  -1.79  0.213
H  -6.13  -5.04  -3.53  0.372
H  -3.63  -0.73  -1.41  0.295
H  -1.32  -1.94  -2.32  0.244
H  9.93  -1.87  5.22  -0.189
H  -0.61  4.38  -1.15  -0.033
H  5.05  -3.86  1.61  -0.130
H  0.72  -3.36  5.47  0.319
H  -3.40  3.91  -3.53  0.063
H  -6.42  -1.89  6.13  0.298
H  3.84  -2.64  -2.89  0.327
H  -4.47  4.25  -2.03  0.362
H  -1.83  -3.88  -7.98  0.359
H  6.94  -2.14  8.23  0.301
H  6.71  -7.62  -3.62  0.357
H  -10.30  5.85  1.32  0.348

Molecular formula: C45H93N3O21
Method: DFT, ωB97M-V with the def2-TZVPD basis set

Orbital gap = 9.29 eV
Relative energy (zero: lowest compared OMol25 entry of this formula, charge and spin) = 0.0 kJ/mol
Lowest unoccupied orbital energy = 0.20 eV
SMILES = CCOC(C)=O.CCOC(C)=O.CCOC(C)=O.CCOC(C)=O.CCOC(C)=O.CCOC(C)=O.CCOC(C)=O.CCOC(C)=O.CCOC(C)=O.CN(C)C=O.CN(C)C=O.CN(C)C=O

Last column: Mulliken charge in e.
Atoms and positions in Å:
O  -2.90  -0.28  -7.16  -0.579
O  4.64  -0.88  -5.15  -0.410
O  -2.64  0.17  -5.00  -0.141
O  -4.20  -6.13  -0.72  -0.579
O  2.82  -2.38  2.90  -0.169
O  4.34  -5.06  -0.24  -0.122
O  4.57  -7.27  0.07  -0.577
O  -3.76  -0.26  2.97  -0.273
O  2.24  3.21  -2.57  -0.219
O  -0.84  3.08  5.77  -0.672
O  3.89  0.85  0.03  0.288
O  -3.91  -1.27  4.94  -0.379
O  1.28  6.30  1.57  -0.615
O  6.09  0.28  -3.84  -0.526
O  5.27  2.55  0.54  -0.629
O  -0.06  5.01  0.27  -0.153
O  -0.14  1.21  1.64  -0.305
O  -5.04  1.63  0.05  -0.329
O  0.84  -2.47  3.96  -0.604
O  1.17  1.47  -3.53  -0.728
O  -3.76  3.33  -0.70  -0.617
N  -0.37  -0.81  0.60  1.784
N  -4.55  -5.05  1.22  0.180
N  -2.48  3.46  4.28  0.372
C  -4.01  2.16  -0.62  0.372
C  4.15  2.08  0.46  0.231
C  0.98  5.83  0.50  0.744
C  -3.16  -4.92  1.58  -0.753
C  -2.52  -1.59  4.94  0.718
C  -3.23  1.10  -1.36  0.697
C  1.57  -2.85  3.10  0.619
C  2.96  -5.12  -0.54  0.820
C  -4.00  1.62  -6.25  -1.067
C  2.76  -5.49  -1.99  -1.429
C  -2.30  -3.06  5.27  -1.352
C  4.57  -1.38  -0.44  -0.293
C  -2.18  5.86  1.11  -1.344
C  -1.71  -0.86  -4.76  -1.081
C  6.91  -1.09  -5.60  -1.246
C  -0.72  0.15  1.49  -0.234
C  0.82  -0.71  -0.22  1.130
C  -1.05  4.88  1.30  0.572
C  3.45  -0.49  -4.46  0.734
C  1.13  -3.76  1.99  0.096
C  5.04  -6.16  0.03  0.734
C  -1.29  -1.86  0.22  -0.993
C  5.83  -0.46  -4.75  0.817
C  2.66  -1.71  -4.00  -0.482
C  4.30  4.24  -3.29  -1.513
C  2.95  2.79  0.98  0.788
C  0.18  2.53  -1.64  2.405
C  -4.41  -0.54  3.94  0.849
C  -5.95  2.49  0.74  0.472
C  1.75  6.10  -0.75  -0.810
C  3.35  -1.56  3.94  -0.555
C  5.00  0.08  -0.51  -0.672
C  -3.17  0.39  -6.21  0.713
C  -6.90  3.21  -0.19  -1.399
C  -4.97  -5.70  0.12  0.108
C  -0.86  -0.45  -3.56  0.985
C  6.49  -5.88  0.28  -1.093
C  -3.11  4.54  4.97  -0.971
C  3.51  -0.13  3.44  -0.291
C  3.35  3.08  -3.49  0.376
C  -5.83  -0.14  4.17  -1.037
C  1.22  2.39  -2.73  0.174
C  -1.38  2.78  4.73  0.198
C  -5.48  -4.35  2.09  -0.834
C  -3.21  2.91  3.15  -0.563
H  1.04  -3.25  1.04  -0.635
H  -1.77  -1.64  -0.74  0.258
H  1.42  -1.63  -0.25  -1.054
H  -2.98  -3.76  4.77  0.258
H  -2.57  2.22  2.60  -0.389
H  -6.06  -5.75  0.04  0.294
H  -2.62  -5.84  1.35  0.405
H  3.33  -2.42  -3.54  0.258
H  -0.73  -2.79  0.13  0.390
H  3.90  0.54  4.21  0.473
H  2.97  2.98  -4.51  0.343
H  3.37  -4.85  -2.63  0.281
H  -1.34  3.83  1.30  -0.195
H  -2.23  -1.78  -4.48  0.364
H  -2.04  -1.37  3.99  -0.431
H  -6.48  -4.29  1.67  0.331
H  -1.06  -1.11  -5.60  0.365
H  -3.23  1.46  -2.39  0.172
H  4.47  -1.64  0.61  0.145
H  -6.19  0.52  3.38  0.007
H  -2.49  -3.20  6.33  0.381
H  3.78  5.18  -3.50  0.359
H  4.32  -1.95  4.24  0.302
H  2.64  5.48  -0.85  0.010
H  -3.22  5.42  4.33  0.214
H  -5.42  3.24  1.34  0.050
H  -4.05  2.30  3.49  0.465
H  -3.50  2.49  -5.80  0.276
H  -1.64  -0.08  2.04  -0.058
H  2.06  7.15  -0.78  0.537
H  3.66  0.06  -3.54  -0.512
H  2.42  -5.80  0.13  0.363
H  -2.53  4.83  5.85  0.387
H  -5.54  -4.80  3.08  0.293
H  -2.74  5.94  2.05  0.219
H  2.73  -1.60  4.84  0.328
H  1.90  -1.35  -3.31  -0.440
H  7.90  -0.70  -5.38  0.338
H  -3.58  3.67  2.47  0.074
H  1.94  -4.48  1.85  0.358
H  3.18  3.36  1.88  0.652
H  -7.72  2.53  -0.45  0.340
H  5.35  -2.02  -0.86  0.565
H  -6.44  1.84  1.46  0.038
H  -2.06  -1.04  5.76  0.313
H  6.97  -5.44  -0.60  0.271
H  -1.36  -0.05  -2.69  -0.821
H  2.55  3.50  0.26  -0.944
H  3.83  2.14  -3.22  -0.133
H  1.51  0.02  0.21  -0.307
H  2.50  -4.17  -0.29  -0.579
H  0.21  -4.28  2.23  0.163
H  2.58  0.28  3.03  -0.089
H  4.17  -0.09  2.57  -0.061
H  7.03  -6.79  0.51  0.342
H  -7.44  3.95  0.41  0.384
H  1.74  -5.28  -2.34  0.432
H  -2.72  -4.09  1.02  0.183
H  -5.86  0.35  5.14  0.369
H  -3.07  -4.75  2.65  0.202
H  -6.44  -1.05  4.16  0.401
H  2.86  0.13  -5.13  0.385
H  0.76  2.38  -0.73  -0.712
H  0.55  -0.44  -1.24  -0.506
H  -0.15  -1.22  -3.25  0.293
H  -4.12  4.32  5.32  0.334
H  -2.13  -1.99  0.89  -0.044
H  -0.62  5.04  2.29  0.311
H  -2.20  1.10  -1.01  -0.903
H  -3.75  0.15  -1.36  0.422
H  2.15  -2.13  -4.87  0.390
H  -0.37  3.46  -1.63  0.590
H  5.18  4.10  -3.92  0.423
H  3.01  -6.53  -2.13  0.386
H  -0.53  1.71  -1.74  -1.927
H  5.87  0.23  0.11  0.457
H  -1.74  6.83  0.88  0.467
H  3.63  -1.54  -0.97  -0.438
H  -4.14  1.88  -7.30  0.352
H  -2.88  5.57  0.33  0.200
H  -5.12  -3.32  2.22  0.209
H  4.64  4.34  -2.26  0.266
H  -4.99  1.60  -5.78  0.269
H  -6.45  3.72  -1.03  0.374
H  6.66  -1.06  -6.66  0.345
H  -0.16  0.33  -3.86  0.276
H  -1.07  1.93  4.11  0.384
H  1.12  5.93  -1.62  0.156
H  -1.29  -3.42  5.05  0.272
H  6.62  -5.21  1.12  0.264
H  6.97  -2.15  -5.32  0.314
H  2.18  2.07  1.27  -0.437
H  5.15  0.41  -1.54  0.187

Molecular formula: BH4In
Method: DFT, ωB97M-V with the def2-TZVPD basis set

Orbital gap (spin up / spin down) = 4.75 / 5.97 eV
Relative energy (zero: lowest compared OMol25 entry of this formula, charge and spin) = 100.0 kJ/mol
Lowest unoccupied orbital energy (spin up / spin down) = -24.43 / -24.06 eV
Charge = +3
Spin multiplicity = 2

Last column: Löwdin spin population.
Atoms and positions in Å:
In  1.24  0.50  -2.31  -0.065
B  -0.21  -0.11  0.48  0.539
H  -0.96  0.38  -0.11  0.243
H  -0.59  -0.01  1.48  0.173
H  -0.19  -1.16  0.25  -0.098
H  0.71  0.40  0.21  0.208